No. 1
A cluster of 10 separate species, C2H24N2O10 in total in a non-equilibrium geometry. Source: the OMol25 dataset; level of theory: the ωB97M-V functional and the def2-TZVPD basis.

Results
F_max, eV Å⁻¹: 7.36
Multiplicity: 1
Kohn-Sham gap, eV: 9.42

Each line ends with the Mulliken charge.
Atoms and positions in Å:
O1 -0.45 0.28 -0.62  -0.35
C1 0.03 0.50 -1.71  -0.41
N1 0.50 -0.50 -2.51  -0.07
C2 0.27 -1.93 -2.17  -0.77
N2 0.95 -2.33 -0.92  -0.52
H1 0.25 1.48 -2.06  0.86
H2 0.94 -0.45 -3.32  0.19
H3 -0.74 -2.02 -1.83  0.37
H4 0.45 -2.45 -3.08  0.42
H5 1.97 -2.44 -1.07  0.20
H6 0.71 -1.84 -0.08  0.26
H7 2.95 2.30 -0.11  0.27
H8 2.12 1.02 0.40  0.42
O2 2.38 1.59 -0.35  -0.65
H9 -2.56 2.50 -3.49  0.33
H10 -1.75 1.42 -2.78  0.42
O3 -2.32 1.52 -3.59  -0.68
H11 -3.76 -1.28 0.73  0.26
H12 -2.39 -0.74 0.80  0.32
O4 -3.26 -0.53 0.57  -0.54
H13 4.72 -1.78 0.25  0.31
H14 4.07 -1.48 -1.09  0.33
O5 4.44 -2.22 -0.59  -0.66
H15 -0.63 1.13 3.37  0.50
H16 -0.11 0.81 4.86  0.22
O6 0.10 0.77 4.01  -0.69
H17 -3.28 1.86 -0.88  0.36
H18 -1.86 1.78 -0.48  0.22
O7 -2.44 2.23 -1.08  -0.66
H19 2.53 -0.13 2.49  0.24
H20 1.51 1.04 2.58  0.31
O8 1.95 0.39 2.01  -0.63
H21 -1.90 1.47 1.30  0.25
H22 -0.49 1.05 1.66  0.31
O9 -1.43 0.99 1.98  -0.77
H23 -0.57 -0.76 3.43  0.41
H24 -0.04 -1.77 2.39  0.31
O10 -0.73 -1.57 3.07  -0.68

=====

No. 2
A cluster of 9 separate species, C5H28N2O8 in total in a non-equilibrium geometry. Source: the OMol25 dataset; level of theory: the ωB97M-V functional and the def2-TZVPD basis.

Results
F_max, eV Å⁻¹: 3.34
Charge: +2
Multiplicity: 1
Kohn-Sham gap, eV: 9.77

Each line ends with the Mulliken charge.
Atoms and positions in Å:
C1 1.73 1.39 0.53  -1.12
C2 0.92 0.20 1.02  0.58
C3 1.51 -1.15 0.72  0.64
C4 2.69 -1.59 0.31  -1.65
C5 0.49 -3.39 0.55  -0.15
N1 0.41 -2.13 0.49  0.08
N2 1.49 1.61 -0.93  0.22
H1 2.75 1.03 0.71  0.39
H2 1.60 2.26 1.15  0.36
H3 0.73 0.12 2.10  0.45
H4 -0.09 0.21 0.58  -0.26
H5 3.53 -0.94 0.52  0.38
H6 2.95 -2.60 0.03  0.40
H7 1.32 -4.08 0.69  0.32
H8 -0.41 -3.92 0.28  0.21
H9 -0.53 -1.77 0.25  0.35
H10 2.32 1.46 -1.50  0.41
H11 1.19 2.58 -0.97  0.44
H12 0.67 1.09 -1.29  0.00
H13 -2.21 -1.92 1.74  0.25
H14 -2.83 -2.92 0.83  0.36
O1 -1.97 -2.69 1.18  -0.62
H15 -2.34 0.24 1.61  0.43
H16 -3.60 1.12 1.60  0.28
O2 -2.80 0.93 1.10  -0.64
H17 -1.47 2.50 0.98  0.28
H18 -0.95 3.87 1.40  0.30
O3 -0.66 2.97 1.22  -0.56
H19 2.43 -0.48 -2.96  0.27
H20 3.40 -1.29 -2.04  0.30
O4 2.81 -0.54 -2.08  -0.57
H21 0.14 1.00 -3.76  0.29
H22 -0.41 -0.22 -3.12  0.26
O5 0.23 0.48 -2.94  -0.54
H23 -2.53 -0.68 -0.91  0.33
H24 -1.67 0.56 -0.66  0.07
O6 -1.62 -0.37 -0.91  -0.51
H25 -1.04 0.10 3.24  0.32
H26 -2.26 -0.66 3.46  0.29
O7 -1.48 -0.68 2.88  -0.68
H27 -2.00 2.20 -2.54  0.29
H28 -1.28 3.54 -2.35  0.25
O8 -1.18 2.59 -2.21  -0.48

=====

No. 3
A cluster of 4 separate species, C2H12N2O3 in total in a non-equilibrium geometry. Source: the OMol25 dataset; level of theory: the ωB97M-V functional and the def2-TZVPD basis.

Results
F_max, eV Å⁻¹: 5.16
Multiplicity: 1
Kohn-Sham gap, eV: 9.97

Each line ends with the Mulliken charge.
Atoms and positions in Å:
C1 -1.03 -3.27 -0.51  -0.76
N1 -0.52 -1.99 0.13  -0.12
C2 -1.03 -1.49 1.22  0.02
N2 -1.31 -0.28 1.53  -0.68
H1 -1.48 -3.09 -1.52  0.29
H2 -2.08 -3.58 -0.07  0.28
H3 -0.26 -4.12 -0.36  0.28
H4 -0.03 -1.23 -0.36  0.18
H5 -1.35 -2.19 2.02  0.30
H6 -1.42 -0.26 2.57  0.22
H7 2.48 4.49 -0.38  0.32
H8 1.43 3.51 -0.07  0.31
O1 1.68 4.06 -0.81  -0.63
H9 1.14 0.84 -2.28  0.33
H10 0.35 -0.38 -2.90  0.32
O2 1.22 -0.08 -2.52  -0.68
H11 -0.07 1.19 1.03  0.42
H12 0.57 1.77 2.28  0.30
O3 0.34 1.96 1.35  -0.70

=====

No. 4
A cluster of 2 separate species, C5H6N in total in a non-equilibrium geometry. Source: the OMol25 dataset; level of theory: the ωB97M-V functional and the def2-TZVPD basis.

Results
F_max, eV Å⁻¹: 6.56
Charge: +1
Multiplicity: 1
Kohn-Sham gap (alpha / beta), eV: 9.41 / 6.86

Each line ends with the Mulliken charge.
Atoms and positions in Å:
C1 1.08 0.84 -0.62  0.37
C2 2.09 1.29 -1.17  -0.24
C3 -0.35 0.30 -0.73  0.45
C4 -1.34 0.01 -1.52  -0.56
C5 0.44 -0.83 1.29  -0.77
N1 0.31 0.34 0.45  -0.14
H1 -2.27 -0.50 -1.26  0.31
H2 -1.07 -0.15 -2.55  0.28
H3 -0.57 -1.02 1.59  0.39
H4 1.03 -1.58 0.69  0.35
H5 1.13 -0.44 2.03  0.33
H6 -0.48 1.72 1.79  0.23

=====

No. 5
A structure of composition C25H28AsBF4IMnN8O3S. Source: the OMol25 dataset; level of theory: the ωB97M-V functional and the def2-TZVPD basis.

Results
F_max, eV Å⁻¹: 0.68
Charge: -1
Multiplicity: 2
Kohn-Sham gap (alpha / beta), eV: 6.80 / 6.75

Each line ends with the Mulliken spin population.
Atoms and positions in Å:
Mn1 -0.34 1.38 -0.27  1.07
C1 3.85 3.24 0.09  0.00
C2 3.46 2.29 1.17  0.00
N1 4.32 1.98 2.10  0.00
C3 3.95 1.10 3.07  0.00
C4 2.73 0.51 3.14  0.00
C5 2.46 -0.43 4.29  0.00
O1 2.45 -1.81 3.97  0.00
C6 1.75 0.83 2.15  -0.01
C7 0.46 0.26 2.25  0.00
N2 -0.59 0.47 1.51  0.00
C8 -1.81 -0.10 1.96  0.01
C9 -2.03 -0.41 3.31  0.00
C10 -3.20 -1.01 3.73  0.00
C11 -4.22 -1.30 2.83  0.00
C12 -4.05 -0.94 1.50  0.00
C13 -2.87 -0.34 1.10  0.00
I1 -2.72 0.32 -0.87  -0.01
C14 2.13 1.73 1.12  0.00
O2 1.39 2.08 0.13  -0.01
H1 4.84 3.63 0.29  0.00
H2 3.13 4.05 0.01  0.00
H3 3.84 2.72 -0.88  0.00
H4 4.71 0.88 3.81  0.00
H5 1.53 -0.15 4.81  0.00
H6 3.27 -0.31 5.01  0.00
H7 1.74 -2.01 3.34  0.00
H8 0.33 -0.44 3.07  0.00
H9 -1.29 -0.17 4.05  0.00
H10 -3.33 -1.25 4.78  0.00
H11 -5.14 -1.77 3.15  0.00
H12 -4.84 -1.11 0.78  0.00
C15 -0.07 2.66 -5.74  0.00
As1 0.06 1.51 -4.19  0.00
C16 1.71 0.55 -4.44  0.00
C17 -1.32 0.20 -4.48  0.00
S1 -0.19 2.68 -2.47  -0.02
H13 0.04 2.07 -6.65  0.00
H14 0.72 3.40 -5.67  0.00
H15 -1.03 3.16 -5.72  0.00
H16 1.82 0.32 -5.50  0.00
H17 1.70 -0.36 -3.85  0.00
H18 2.54 1.17 -4.10  0.00
H19 -1.26 -0.19 -5.49  0.00
H20 -2.29 0.68 -4.33  0.00
H21 -1.21 -0.61 -3.76  0.00
F1 0.76 -0.14 -1.43  -0.03
B1 1.98 -0.98 -1.26  0.01
F2 3.04 -0.26 -1.78  0.00
F3 1.75 -2.13 -2.05  0.00
F4 2.14 -1.28 0.06  0.00
C18 -1.12 -5.74 -1.09  0.00
N3 -0.71 -4.66 -0.22  0.00
C19 -0.53 -4.77 1.21  0.00
C20 -0.38 -3.29 1.60  0.00
O3 -0.11 -2.92 2.72  0.00
N4 -0.60 -2.52 0.49  0.00
C21 -0.79 -3.34 -0.51  0.00
N5 -1.06 -2.91 -1.77  0.00
H22 -0.80 -6.68 -0.65  0.00
H23 -0.64 -5.66 -2.06  0.00
H24 -2.21 -5.77 -1.23  0.00
H25 0.37 -5.33 1.47  0.00
H26 -1.39 -5.22 1.71  0.00
H27 -0.74 -1.95 -1.87  0.00
H28 -0.72 -3.50 -2.50  0.00
N6 -1.29 3.07 0.28  -0.04
C22 -1.69 4.14 0.47  0.03
C23 -2.19 5.42 0.72  0.00
C24 -1.31 6.51 0.87  0.00
N7 -0.60 7.42 0.99  0.00
C25 -3.59 5.60 0.80  0.00
N8 -4.73 5.74 0.86  0.00

=====

No. 6
A cluster of 2 separate species, C4H12N3 in total. Source: the OMol25 dataset; level of theory: the ωB97M-V functional and the def2-TZVPD basis.

Results
F_max, eV Å⁻¹: 0.40
Charge: +1
Multiplicity: 1
Kohn-Sham gap, eV: 8.72

Each line ends with the Mulliken charge.
Atoms and positions in Å:
C1 0.40 -0.78 2.48  -0.75
N1 1.04 2.49 0.91  -0.32
C2 0.52 1.35 1.30  0.24
N2 1.10 0.45 2.04  -0.17
H1 1.13 -1.47 2.87  0.31
H2 -0.10 -1.22 1.62  0.27
H3 -0.34 -0.53 3.23  0.33
H4 1.94 2.81 1.25  0.23
H5 0.50 3.12 0.35  0.26
H6 -0.50 1.13 0.98  0.33
H7 2.03 0.64 2.39  0.25
C3 -0.42 -0.87 -3.28  -0.68
C4 -1.69 -1.27 -1.39  0.01
N3 -1.29 -1.71 -2.49  -0.36
H8 -0.71 -0.95 -4.32  0.26
H9 0.62 -1.21 -3.19  0.25
H10 -0.47 0.18 -2.99  0.28
H11 -2.35 -1.87 -0.76  0.31
H12 -1.41 -0.28 -1.01  -0.06

=====

No. 7
A cluster of 2 separate species, C14H16O in total in a non-equilibrium geometry. Source: the OMol25 dataset; level of theory: the ωB97M-V functional and the def2-TZVPD basis.

Results
F_max, eV Å⁻¹: 2.64
Multiplicity: 1
Kohn-Sham gap, eV: 9.06

Each line ends with the Mulliken charge.
Atoms and positions in Å:
C1 1.01 3.11 1.91  -1.46
C2 -2.20 1.73 -0.54  0.53
C3 -1.06 2.37 -1.10  -0.41
C4 -2.39 1.82 0.82  -0.62
C5 -0.08 2.89 -0.28  -0.53
C6 -1.37 2.33 1.62  -0.33
C7 -0.21 2.83 1.13  0.73
O1 -2.98 0.95 -1.31  -0.56
H1 -0.95 2.33 -2.18  0.28
H2 -2.98 1.05 -2.27  0.34
H3 -3.39 1.55 1.13  0.36
H4 0.75 3.36 -0.80  0.35
H5 -1.50 2.33 2.70  0.32
H6 0.88 3.05 3.00  0.37
H7 1.48 4.06 1.64  0.34
H8 1.76 2.31 1.83  0.27
C8 2.81 -3.43 0.11  -1.41
C9 -0.94 -1.66 -1.10  -0.44
C10 -0.35 -2.66 -1.88  -0.56
C11 -0.33 -1.34 0.11  -0.24
C12 0.87 -3.19 -1.47  -0.42
C13 0.87 -1.88 0.54  -0.68
C14 1.48 -2.82 -0.29  0.95
H9 -1.83 -1.16 -1.45  0.47
H10 -0.76 -2.93 -2.84  0.37
H11 -0.92 -0.82 0.86  0.36
H12 1.41 -3.89 -2.10  0.28
H13 1.35 -1.49 1.43  0.38
H14 2.67 -4.07 0.99  0.30
H15 3.58 -2.75 0.49  0.33
H16 3.33 -3.96 -0.69  0.35

=====

No. 8
An isolated molecule of C6H11N in a non-equilibrium geometry. Source: the OMol25 dataset; level of theory: the ωB97M-V functional and the def2-TZVPD basis.

Results
F_max, eV Å⁻¹: 5.55
Multiplicity: 1
Kohn-Sham gap, eV: 10.08

Each line ends with the Mulliken charge.
Atoms and positions in Å:
C1 1.48 0.72 -0.20  -1.00
C2 1.44 -0.70 0.22  -0.41
C3 -0.79 -0.81 0.33  -0.36
C4 -2.08 0.02 0.01  -0.67
C5 -0.72 0.54 -0.28  0.05
C6 0.12 1.61 0.20  -0.59
H1 1.45 0.71 -1.27  0.46
H2 2.20 1.08 0.45  0.44
H3 2.42 -1.14 0.09  0.46
H4 1.35 -0.51 1.31  0.27
H5 0.21 -2.41 0.10  0.29
H6 -0.87 -0.89 1.36  0.29
H7 -2.55 0.52 0.90  0.26
H8 -2.83 -0.18 -0.89  0.24
H9 -0.42 0.46 -1.27  0.28
H10 0.33 1.71 1.24  0.37
H11 0.06 2.50 -0.61  0.22
N1 0.28 -1.45 -0.43  -0.59

=====

No. 9
A structure of composition C43H61N9O3Y in a non-equilibrium geometry. Source: the OMol25 dataset; level of theory: the ωB97M-V functional and the def2-TZVPD basis.

Results
F_max, eV Å⁻¹: 1.56
Charge: +1
Multiplicity: 1
Kohn-Sham gap, eV: 8.41

Each line ends with the Mulliken charge.
Atoms and positions in Å:
Y1 0.34 0.46 0.89  -1.21
C1 2.83 2.35 2.21  0.27
C2 3.33 2.24 0.78  -1.34
N1 2.33 1.65 -0.15  0.53
C3 2.95 0.74 -1.13  0.20
C4 3.44 -0.55 -0.44  -1.13
N2 2.71 -0.82 0.81  0.14
C5 3.51 -0.68 2.04  -1.04
C6 2.75 0.05 3.14  -1.00
N3 1.99 1.20 2.63  -0.26
H1 3.68 2.47 2.88  0.63
H2 2.21 3.23 2.29  -0.73
H3 3.63 3.23 0.44  0.74
H4 4.23 1.62 0.74  0.40
H5 1.88 2.41 -0.65  -0.40
H6 2.20 0.50 -1.87  -0.54
H7 3.79 1.22 -1.64  0.78
H8 3.31 -1.37 -1.14  0.54
H9 4.51 -0.49 -0.25  0.40
H10 2.32 -1.75 0.78  -0.26
H11 3.82 -1.65 2.43  0.47
H12 4.42 -0.14 1.81  0.43
H13 2.03 -0.63 3.59  0.52
H14 3.47 0.36 3.91  0.53
H15 1.41 1.53 3.39  0.01
C7 -0.66 -4.97 2.40  -1.49
C8 0.08 -5.27 1.09  0.31
C9 1.54 -4.80 1.16  -1.17
C10 -0.63 -4.80 -0.18  0.74
C11 -0.63 -5.71 -1.25  -1.05
C12 -1.29 -5.44 -2.43  -1.53
C13 -2.01 -4.26 -2.56  -0.81
C14 -2.05 -3.32 -1.54  1.29
C15 -2.93 -2.10 -1.73  1.95
C16 -4.41 -2.46 -1.55  -1.72
C17 -2.75 -1.45 -3.12  -1.77
C18 -1.33 -3.59 -0.36  -0.55
N4 -1.35 -2.62 0.72  1.56
C19 -2.56 -2.41 1.36  0.69
O1 -3.44 -3.24 1.38  -0.57
C20 -2.86 -1.03 1.92  -0.44
C21 -3.84 -0.98 2.89  -0.84
C22 -4.24 0.26 3.38  -1.00
C23 -3.66 1.39 2.85  -1.08
C24 -2.68 1.25 1.88  -0.03
N5 -2.27 0.07 1.42  0.50
C25 -2.06 2.51 1.32  -0.56
O2 -2.79 3.49 1.17  -0.65
N6 -0.73 2.44 1.12  2.56
C26 -0.10 3.68 0.70  0.68
C27 0.44 4.59 1.64  -0.27
C28 1.29 5.59 1.16  -0.35
C29 1.57 5.75 -0.18  -1.69
C30 0.91 4.95 -1.10  0.62
C31 0.05 3.94 -0.68  -1.01
C32 -0.81 3.25 -1.73  1.83
C33 -1.96 4.19 -2.13  -1.79
C34 -0.03 2.85 -2.99  -1.78
C35 0.10 4.74 3.13  0.58
C36 -0.03 3.51 4.03  -1.18
C37 -1.16 5.63 3.24  -1.59
H16 -0.42 -3.97 2.78  0.15
H17 -0.36 -5.69 3.16  0.50
H18 -1.74 -5.04 2.28  0.31
H19 0.12 -6.35 0.99  0.90
H20 2.10 -5.11 0.26  0.24
H21 2.04 -5.24 2.03  0.53
H22 1.60 -3.72 1.25  0.08
H23 -0.11 -6.65 -1.12  0.44
H24 -1.27 -6.16 -3.24  0.42
H25 -2.56 -4.07 -3.48  0.38
H26 -2.67 -1.35 -0.98  -1.20
H27 -4.69 -3.24 -2.27  0.38
H28 -5.04 -1.59 -1.73  0.46
H29 -4.61 -2.84 -0.55  0.34
H30 -3.25 -2.05 -3.89  0.50
H31 -1.70 -1.37 -3.41  0.34
H32 -3.21 -0.46 -3.13  0.45
H33 -4.29 -1.90 3.23  0.62
H34 -4.99 0.33 4.16  0.45
H35 -3.95 2.39 3.17  0.60
H36 1.74 6.28 1.87  0.45
H37 2.25 6.53 -0.52  0.44
H38 1.05 5.13 -2.16  0.42
H39 -1.24 2.36 -1.30  -0.85
H40 -1.57 5.12 -2.55  0.36
H41 -2.57 4.43 -1.26  0.36
H42 -2.60 3.71 -2.88  0.49
H43 0.31 3.73 -3.55  0.40
H44 -0.69 2.29 -3.66  0.50
H45 0.84 2.23 -2.75  0.25
H46 0.92 5.33 3.55  0.69
H47 -0.69 2.75 3.63  -0.06
H48 -0.42 3.82 5.00  0.60
H49 0.96 3.07 4.23  0.29
H50 -2.02 5.14 2.79  0.22
H51 -1.01 6.58 2.73  0.36
H52 -1.39 5.84 4.29  0.48
N7 -0.05 -1.38 2.16  -0.03
C38 -0.24 -1.78 0.94  -0.22
H53 -0.67 -1.76 2.86  0.43
N8 1.05 -0.06 -4.68  -0.22
C39 1.45 -1.28 -4.21  0.59
C40 2.23 -2.15 -4.99  -1.04
C41 2.62 -3.35 -4.45  -0.60
C42 2.23 -3.70 -3.16  -0.94
C43 1.45 -2.80 -2.47  -1.03
N9 1.07 -1.61 -2.97  0.23
H54 0.56 0.58 -4.07  -0.03
H55 1.34 0.26 -5.58  0.19
H56 2.51 -1.86 -6.00  0.46
H57 3.24 -4.03 -5.03  0.45
H58 2.51 -4.64 -2.72  0.52
H59 1.08 -3.01 -1.47  0.96
O3 -0.20 0.13 -1.44  3.56
H60 0.26 -0.60 -2.02  -0.92
H61 -1.14 0.01 -1.59  -0.68

=====

No. 10
A structure of composition C30H37F3NO9SbTi. Source: the OMol25 dataset; level of theory: the ωB97M-V functional and the def2-TZVPD basis.

Results
F_max, eV Å⁻¹: 0.16
Charge: -2
Multiplicity: 1
Kohn-Sham gap, eV: 7.07

Each line ends with the Mulliken charge.
Atoms and positions in Å:
Ti1 -1.93 -1.60 -0.86  -0.29
O1 0.03 -5.35 -1.22  -0.82
C1 -0.07 -4.24 -0.71  -0.20
O2 -0.93 -3.36 -1.04  0.14
C2 0.96 -3.87 0.38  0.34
C3 1.98 -2.80 -0.07  -0.12
C4 3.26 -2.98 0.78  -1.05
C5 2.76 -2.44 2.15  -0.83
C6 1.33 -1.99 1.80  0.26
O3 1.47 -1.58 0.44  0.06
C7 0.42 -3.22 1.69  0.28
C8 -1.08 -2.90 1.66  -0.32
O4 -1.84 -3.66 2.23  -0.80
O5 -1.42 -1.80 1.06  0.26
H1 1.47 -4.80 0.60  0.40
H2 2.13 -2.72 -1.14  0.59
H3 4.06 -2.36 0.38  0.33
H4 3.60 -4.01 0.81  0.39
H5 3.36 -1.59 2.49  0.30
H6 2.77 -3.20 2.94  0.39
H7 0.93 -1.17 2.39  -0.10
H8 0.57 -3.90 2.53  0.51
O6 -2.93 -0.22 -1.58  -0.21
O7 -2.52 0.03 -0.24  -0.01
O8 -2.97 -2.63 -2.71  -0.56
C9 -3.85 -3.05 -1.95  0.50
C10 -5.02 -3.93 -2.33  -0.67
C11 -5.80 -4.01 -1.02  -0.39
C12 -4.95 -3.19 -0.02  0.28
O9 -5.30 -3.00 1.12  -0.69
N1 -3.82 -2.74 -0.64  0.10
H9 -4.63 -4.89 -2.67  0.24
H10 -5.57 -3.48 -3.16  0.28
H11 -5.91 -5.02 -0.63  0.24
H12 -6.79 -3.56 -1.07  0.25
F1 6.56 1.72 -4.19  -0.28
C13 5.78 2.40 -3.30  0.81
F2 6.54 2.57 -2.20  -0.30
F3 5.62 3.63 -3.85  -0.28
C14 4.49 1.72 -3.03  0.48
C15 4.13 1.32 -1.75  -0.91
C16 2.92 0.69 -1.53  -0.22
C17 2.03 0.44 -2.59  0.04
C18 2.41 0.85 -3.88  -0.66
C19 3.62 1.48 -4.10  -0.94
C20 0.79 -0.20 -2.32  -0.11
C21 -0.20 -0.75 -1.88  -0.21
H13 4.80 1.50 -0.92  0.45
H14 2.63 0.35 -0.54  1.19
H15 1.73 0.66 -4.70  0.51
H16 3.90 1.79 -5.10  0.35
C22 -1.05 2.91 -1.73  -1.15
C23 -1.57 2.97 -0.30  0.63
C24 -1.79 4.39 0.18  -1.69
Sb1 -0.34 1.73 1.01  -0.23
C25 0.85 3.40 1.83  0.10
C26 1.60 2.92 3.07  -1.43
C27 1.82 3.93 0.78  -1.42
C28 -1.68 1.75 2.74  0.45
C29 -3.16 1.71 2.38  -1.37
C30 -1.33 0.58 3.65  -1.45
H17 -1.71 3.48 -2.40  0.43
H18 -1.00 1.88 -2.09  0.13
H19 -0.04 3.34 -1.82  0.15
H20 -2.51 2.43 -0.28  0.30
H21 -0.87 4.98 0.15  0.30
H22 -2.17 4.43 1.21  0.32
H23 -2.52 4.90 -0.46  0.40
H24 0.15 4.19 2.12  0.51
H25 2.23 2.06 2.83  0.24
H26 0.91 2.62 3.86  0.30
H27 2.25 3.71 3.47  0.41
H28 2.49 3.13 0.43  0.20
H29 2.45 4.73 1.18  0.44
H30 1.31 4.31 -0.10  0.22
H31 -1.45 2.69 3.25  0.52
H32 -3.40 0.82 1.81  0.09
H33 -3.46 2.58 1.79  0.28
H34 -3.76 1.71 3.30  0.50
H35 -1.55 -0.37 3.15  0.14
H36 -1.93 0.61 4.57  0.46
H37 -0.27 0.57 3.94  0.24